{"formula": "C3H6AgO3", "method": "wB97M-V/def2-TZVPD", "symbols": ["H", "O", "C", "C", "H", "H", "H", "H", "H", "O", "C", "O", "Ag"], "xyz": [[-1.48305, -0.12627, 0.21056], [-0.48143, 0.40388, -0.40402], [0.88513, 0.50510, 0.02483], [1.02351, 1.61482, 1.04090], [1.48403, 0.69044, -0.87662], [1.21795, -0.45831, 0.43976], [0.78575, 2.58956, 0.59361], [2.05576, 1.64504, 1.41489], [0.35661, 1.44556, 1.89835], [-0.12946, -1.93281, -1.61573], [-1.05220, -1.22651, -1.39593], [-2.00781, -1.39362, -0.60058], [-2.65478, -3.75688, -0.73002]], "nbo_charge": [0.567, -0.705, -0.066, -0.632, 0.208, 0.173, 0.229, 0.238, 0.215, -0.466, 1.037, -0.773, 0.975], "orbital_gap_ev": 7.883, "total_energy_ev": -13338.7873, "homo_energy_ev": -14.4500, "lumo_energy_ev": -6.57, "total_charge": 1, "spin_multiplicity": 1, "e_above_lowest_ev": 0.9601}